No. 1
Formula: C20H23N4
Source: OMol25
Level of theory: the ωB97M-V functional and the def2-TZVPD basis

* SMILES string: CN[NH2+]C(c1cn(C)c2ccccc12)c1cn(C)c2ccccc12
* net charge: +1

Positions of all 47 atoms, in Å:
H (0.52, -0.30, -0.51)
C (-0.45, -2.42, 1.11)
C (-3.91, -3.57, 0.96)
C (0.72, -1.49, 1.28)
C (2.27, 0.11, 5.41)
H (-2.28, 2.66, 2.95)
C (-2.53, -3.35, 0.85)
H (1.59, -2.02, 1.72)
H (-0.93, 3.55, 3.66)
C (0.60, 1.45, 3.69)
H (-5.71, -2.77, 1.79)
C (-1.81, -5.46, -0.34)
N (1.64, -1.72, -1.28)
C (-4.00, -1.58, 2.34)
H (2.94, -0.40, 6.12)
C (1.94, -0.51, 4.18)
H (-4.59, -0.87, 2.93)
H (-4.33, -4.45, 0.50)
C (3.10, -1.80, -1.42)
H (3.60, -0.82, -1.25)
H (3.33, -2.06, -2.47)
N (-0.37, 1.80, 2.76)
H (1.15, -2.58, -1.42)
C (0.90, 2.06, 4.90)
C (-0.31, -3.62, 0.45)
H (0.43, 3.01, 5.14)
H (-1.19, 0.86, 0.97)
H (-1.39, -5.50, -1.34)
H (-1.18, 3.55, 1.91)
C (1.77, 1.37, 5.76)
C (-0.50, 0.78, 1.81)
N (1.18, -1.01, -0.12)
H (-2.12, -0.59, 2.78)
C (-1.85, -2.27, 1.48)
N (-1.58, -4.17, 0.26)
C (-1.23, 2.95, 2.82)
C (0.42, -0.23, 2.11)
H (3.60, -2.57, -0.80)
H (2.02, 1.82, 6.71)
C (-4.65, -2.64, 1.70)
H (1.95, -0.44, 0.20)
H (0.58, -4.08, 0.02)
H (2.34, -1.48, 3.91)
C (-2.61, -1.40, 2.26)
H (-2.88, -5.63, -0.38)
H (-1.35, -6.25, 0.25)
C (1.07, 0.15, 3.33)


No. 2
Formula: C20H23NO4
Source: OMol25
Level of theory: the ωB97M-V functional and the def2-TZVPD basis

* SMILES string: Cc1ccc([C@H](OC(=O)c2ccco2)C(=O)NC2CCCCC2)cc1
* net charge: 0

Positions of all 48 atoms, in Å:
C (2.16, -1.34, 0.77)
C (1.83, 3.91, 0.47)
H (3.52, 5.20, -1.55)
O (0.95, -0.82, 0.54)
H (-2.90, 1.37, -1.31)
C (3.44, -3.41, -0.03)
C (1.84, -4.16, -1.37)
H (4.35, -3.29, 0.52)
H (-3.72, -1.68, 1.54)
C (-4.92, -1.68, -0.27)
C (-4.94, 0.66, -1.16)
H (-5.79, 0.00, 0.72)
H (-5.17, 1.67, -0.80)
C (0.63, 0.40, 1.22)
H (1.19, -4.67, -2.05)
H (3.71, -5.29, -1.21)
O (1.38, -3.04, -0.81)
H (2.20, 5.05, -2.70)
H (-5.28, 0.60, -2.19)
N (-1.57, -0.12, 0.38)
C (3.10, -4.45, -0.93)
H (1.30, 2.81, 2.23)
H (1.77, 2.68, -2.67)
H (-3.12, -0.28, -1.88)
C (-3.42, 0.44, -1.11)
H (1.03, 0.68, -1.46)
H (-6.69, -0.52, -0.70)
C (-3.59, -1.51, 0.47)
C (1.67, 2.71, -1.59)
H (-3.36, 0.58, 1.03)
C (1.13, 1.61, 0.47)
C (2.44, 5.11, -1.64)
H (-4.74, -2.02, -1.29)
O (-1.40, 1.23, 2.20)
C (-3.01, -0.10, 0.26)
H (-1.04, -0.69, -0.26)
C (1.97, 3.89, -0.91)
C (2.36, -2.57, 0.01)
H (-5.51, -2.45, 0.23)
C (1.25, 1.59, -0.91)
C (1.41, 2.78, 1.16)
H (2.05, 4.81, 1.01)
C (-5.68, -0.37, -0.30)
H (1.07, 0.38, 2.23)
C (-0.90, 0.54, 1.34)
H (1.99, 6.01, -1.23)
O (2.99, -0.87, 1.51)
H (-2.87, -2.25, 0.11)


No. 3
Formula: C20H24As2N2PtSe2
Source: OMol25
Level of theory: the ωB97M-V functional and the def2-TZVPD basis

* net charge: +2

Positions of all 51 atoms, in Å:
C (4.72, -1.40, -1.35)
H (-3.99, -0.81, 0.87)
C (-2.99, -1.10, 1.19)
H (1.85, 2.98, 1.51)
H (5.36, -1.42, -3.39)
C (-2.13, -1.56, -1.69)
H (0.25, 2.68, 2.23)
C (3.29, -0.88, -3.19)
H (-1.90, -2.60, -1.48)
C (0.77, 3.01, 1.34)
H (-1.20, 4.44, -0.89)
H (1.58, -1.70, 4.89)
C (1.35, 2.58, -1.61)
H (2.40, 2.35, -1.45)
C (2.28, -0.67, -2.27)
C (1.02, -2.11, 4.05)
H (-0.76, -3.50, 0.97)
C (-4.14, 2.80, -1.26)
C (0.16, -3.19, 4.21)
N (2.43, -0.82, -0.95)
C (-1.91, 3.61, -0.90)
N (0.51, -2.05, 1.71)
C (-1.50, 2.32, -0.58)
C (1.17, -1.59, 2.79)
H (1.29, -0.38, -2.60)
H (0.01, -3.63, 5.19)
C (-0.49, -3.71, 3.10)
H (-5.17, 2.99, -1.53)
H (3.10, -0.75, -4.24)
H (-3.55, 4.85, -1.48)
Se (2.38, -0.15, 2.36)
H (0.47, 4.03, 1.10)
Se (3.96, -1.54, 1.35)
C (-3.74, 1.51, -0.95)
H (-2.77, -0.65, 2.15)
As (0.31, 1.90, -0.15)
H (1.21, 3.66, -1.65)
As (-1.76, -0.47, -0.15)
C (-0.29, -3.11, 1.87)
H (-2.95, -2.19, 1.27)
C (-2.41, 1.28, -0.60)
H (-4.47, 0.71, -0.98)
H (-1.55, -1.21, -2.53)
C (4.54, -1.26, -2.71)
H (-1.13, -4.57, 3.18)
C (3.63, -1.19, -0.51)
Pt (0.51, -0.36, 0.42)
H (5.68, -1.67, -0.94)
H (-3.20, -1.46, -1.91)
H (1.01, 2.13, -2.54)
C (-3.23, 3.85, -1.24)


No. 4
Formula: C20H24BLiO16
Source: OMol25
Level of theory: the ωB97M-V functional and the def2-TZVPD basis

* spin multiplicity: 2
* ⟨S²⟩: 0.758
* net charge: +1

Positions of all 62 atoms, in Å:
H (-3.49, -1.82, 3.58)
H (4.89, 4.06, -1.43)
H (-4.75, 3.00, 0.81)
H (-2.84, -1.13, 1.29)
H (3.62, -0.25, 2.66)
C (-3.74, -3.59, 0.30)
H (3.81, -4.08, 1.40)
O (-1.29, -3.81, -2.05)
H (-4.98, 2.52, -0.82)
C (-4.38, -3.21, -1.04)
O (0.74, -3.51, -3.06)
H (2.11, -3.03, 2.72)
C (-2.54, 3.83, -1.51)
H (5.69, 1.88, -3.39)
C (-0.30, -1.70, -1.78)
C (-1.41, -2.39, 3.33)
H (4.91, -2.74, 1.65)
C (3.06, -2.49, 2.76)
O (-5.56, -3.09, -1.29)
H (5.34, 4.13, -3.21)
O (-4.32, -3.88, 1.34)
C (3.31, 3.71, -2.77)
H (-2.63, 0.49, 2.17)
C (-2.54, -1.31, 3.41)
H (-1.85, -3.28, 2.88)
C (2.89, 2.35, -2.29)
C (2.84, -1.08, 0.77)
C (-2.34, -0.56, 2.07)
O (2.72, -0.15, 0.00)
O (-0.99, 1.92, -0.80)
O (3.27, -2.34, 0.45)
C (3.86, -3.01, 1.59)
Li (0.87, 0.68, -0.67)
H (-2.45, -0.60, 4.23)
O (1.73, 1.97, -1.94)
O (3.92, 1.51, -2.40)
C (-2.08, 2.53, -0.82)
C (-4.23, 2.91, -0.14)
C (4.72, 3.67, -2.44)
H (3.56, -2.57, 3.72)
H (-3.32, 4.70, 0.29)
H (-1.01, -2.62, 4.32)
O (-2.40, -3.64, 0.08)
C (5.18, 2.18, -2.48)
O (0.46, -0.78, -2.04)
O (-1.46, -1.67, -1.22)
H (5.85, 1.92, -1.66)
C (-0.23, -3.14, -2.36)
C (2.88, -0.97, 2.30)
O (-3.48, -2.85, -1.84)
O (-0.12, -0.17, 1.05)
C (-3.71, 4.21, -0.60)
B (-2.16, -3.01, -1.23)
O (-0.46, -1.79, 2.52)
H (3.14, 3.86, -3.83)
H (1.98, -0.58, 2.78)
H (-1.71, 4.53, -1.43)
H (-4.49, 4.84, -1.03)
H (-2.87, 3.66, -2.53)
C (-0.89, -0.76, 1.85)
H (2.82, 4.44, -2.12)
O (-3.14, 2.02, -0.11)


| no. | total energy (a.u.) | M (g/mol) |
| --- | --- | --- |
| 1 | -994.665549 | 319.4 |
| 2 | -1131.658974 | 341.4 |
| 3 | -10279.275244 | 795.3 |
| 4 | -2012.721456 | 538.1 |